The following is a DFT calculation (the ωB97M-V functional and the def2-TZVPD basis) of C21H21HgIN5S as an isolated structure.

Geometry as XYZ:
```
50
Properties=species:S:1:pos:R:3:forces:R:3
Hg 1.462149 -0.995867 -1.112244 0.050 -0.002 -0.024
C -4.102151 0.072601 1.518357 0.003 -0.004 -0.003
C -3.163282 0.985842 1.062408 0.012 0.008 0.003
C -1.854025 0.593153 0.818916 0.000 -0.006 -0.005
C -1.444082 -0.729803 1.029949 -0.039 0.020 0.061
C -2.400767 -1.643725 1.507051 0.019 0.011 -0.001
C -3.703202 -1.243474 1.737612 -0.017 -0.004 0.005
N -0.119451 -1.092666 0.782586 -0.049 0.026 -0.053
N 0.269281 -2.075837 1.578955 0.009 -0.037 0.047
C 1.511997 -2.612749 1.337475 0.016 0.033 0.008
C 2.008145 -3.500004 2.314162 0.011 -0.020 -0.004
C 3.251469 -4.077638 2.177379 -0.021 -0.007 0.024
C 4.040383 -3.802541 1.059650 0.018 0.010 -0.021
C 3.557864 -2.940774 0.083236 -0.008 -0.014 0.013
C 2.308322 -2.341074 0.208627 0.005 0.015 -0.046
H -5.121574 0.378842 1.712981 0.002 0.004 0.000
H -3.444365 2.023521 0.917721 0.001 0.001 -0.004
H -1.118718 1.320606 0.495464 0.002 -0.003 -0.007
H -2.087910 -2.661540 1.689599 -0.007 0.001 -0.002
H -4.424161 -1.967595 2.098142 0.008 -0.004 -0.002
H 1.383441 -3.706326 3.174945 -0.005 0.007 -0.008
H 3.616131 -4.753079 2.941939 -0.002 0.002 -0.001
H 5.014436 -4.262019 0.949618 -0.002 0.006 -0.006
H 4.170706 -2.740529 -0.787558 0.004 0.002 0.000
C -0.175083 2.602593 -4.871405 0.018 -0.012 -0.048
N -0.899970 1.974311 -3.793828 0.049 0.023 0.058
C -2.324860 2.214380 -3.586004 -0.033 0.048 0.012
C -2.581726 1.503018 -2.255942 -0.034 -0.008 -0.009
N -1.446756 0.585456 -2.197840 -0.030 -0.023 -0.030
C -0.466282 0.986720 -3.005627 -0.082 -0.011 0.001
S 1.105810 0.343755 -3.098933 0.059 -0.010 0.023
H -0.587943 2.305801 -5.838430 0.003 -0.007 0.002
H 0.869297 2.307840 -4.826420 0.004 0.006 0.013
H -0.240787 3.686849 -4.775759 -0.013 -0.004 0.007
H -2.903322 1.787117 -4.410638 0.018 -0.027 -0.002
H -2.527799 3.283591 -3.536375 -0.003 -0.003 -0.005
H -3.524040 0.962396 -2.230534 -0.004 0.004 0.004
H -2.548811 2.195401 -1.413788 0.021 0.000 -0.004
H -1.282735 -0.007532 -1.394811 0.030 0.011 0.015
I 0.762250 3.551718 -0.460807 -0.004 -0.010 -0.017
C 1.497350 2.193495 0.980232 0.018 -0.013 0.002
C 0.854686 2.123155 2.205633 -0.017 -0.008 0.014
C 1.335807 1.198276 3.117509 -0.023 0.011 -0.004
C 2.430772 0.421827 2.777290 0.008 -0.001 -0.018
C 2.997316 0.594799 1.527136 0.019 -0.031 0.006
N 2.531583 1.465976 0.625357 -0.024 0.012 0.016
H -0.001203 2.744145 2.424584 0.005 0.007 0.001
H 0.846920 1.080827 4.075715 0.009 -0.005 0.001
H 2.827336 -0.325243 3.450103 -0.006 -0.004 0.001
H 3.841558 -0.007996 1.216613 0.000 0.014 -0.010
```
Forces are in eV/Å.

The calculation puts the electronic energy at -52677.5282 eV. As for the charge: 0. Its highest occupied orbital energy (spin up / spin down) is -5.4113 / -7.3607 eV. Its spin multiplicity is 2. The frontier orbital gap (spin up / spin down) is 0.2011 / 0.2725 hartree. The value obtained for the energy above the lowest of the compared OMol25 structures with the same formula, charge and spin is 0.000 eV. The calculation puts the max |F| at 0.1 eV/Å.

The following is a DFT calculation (the ωB97M-V functional and the def2-TZVPD basis) of C50H70CsGeN7OP3S as an isolated structure.

Geometry as XYZ:
```
134
Properties=species:S:1:pos:R:3:forces:R:3
Cs 1.752953 -0.912684 -1.102537 -0.098 -0.436 0.453
C -0.041666 1.098072 -5.177440 -0.014 -0.009 -0.032
C -0.640863 -0.306432 -5.077505 -0.019 0.044 0.036
C -1.858364 -0.465922 -5.983055 -0.012 0.021 -0.002
P -0.914553 -0.737729 -3.294851 -0.245 0.064 -0.107
C -2.460995 0.233042 -2.943937 -0.151 0.017 0.120
N -2.777260 0.411866 -1.531551 0.096 -0.100 -0.154
Ge -1.487469 0.884402 -0.227957 0.362 -0.024 0.008
N -1.628009 0.090537 1.519026 -0.126 -0.123 -0.081
C -0.565358 -0.776826 1.994446 0.202 0.036 0.177
P -0.864686 -2.161943 3.260750 -0.004 -0.044 -0.028
C -0.669800 -3.706614 2.225791 0.032 0.065 -0.037
C -1.802562 -4.022016 1.253424 -0.013 -0.026 0.048
C 0.677214 -3.704157 1.504489 -0.025 0.075 0.065
C -2.668016 -2.356503 3.731897 0.057 0.004 0.064
C -3.783397 -1.883448 2.799523 0.017 0.044 -0.008
C -2.932078 -1.883138 5.164214 -0.063 -0.001 -0.017
C -2.166337 0.964048 2.448991 0.089 -0.101 -0.066
C -1.832727 1.012662 3.800053 -0.023 0.170 0.212
C -2.419820 1.964722 4.631532 0.083 -0.121 -0.070
C -3.329464 2.885274 4.141062 -0.024 0.000 -0.074
C -3.672201 2.841366 2.791399 -0.030 0.029 0.060
C -3.109509 1.885948 1.974633 -0.143 0.150 0.094
N -3.393939 1.778232 0.571320 0.256 -0.156 -0.112
C -4.354075 0.778348 0.175087 -0.135 -0.001 0.053
C -5.514432 0.510398 0.866460 -0.017 0.000 0.050
C -6.397712 -0.449072 0.380327 0.021 0.019 -0.013
C -6.095976 -1.109439 -0.800032 0.083 0.018 -0.047
C -4.913070 -0.853687 -1.488229 -0.131 -0.073 0.002
C -4.011708 0.089424 -0.999986 0.002 0.068 -0.051
C -3.449826 3.018901 -0.161801 -0.167 0.075 0.001
C -4.627653 3.664646 -0.464973 -0.045 -0.018 0.011
C -4.597236 4.872579 -1.155744 0.057 0.000 0.004
C -3.372590 5.402434 -1.530364 0.004 -0.041 0.015
C -2.182586 4.738000 -1.249824 -0.026 0.094 -0.043
C -2.203063 3.524246 -0.562664 0.011 0.067 -0.019
N -1.100176 2.755509 -0.245996 0.176 -0.061 0.067
C 0.225123 3.280791 -0.544859 -0.065 -0.004 -0.028
P 1.568721 2.253862 0.237242 -0.127 0.307 0.043
C 1.892790 3.246935 1.766019 0.042 -0.055 0.037
C 0.705413 3.109761 2.713504 -0.011 0.054 0.020
C 3.179705 2.771816 2.439222 -0.003 0.007 -0.003
C 3.036979 2.711239 -0.823628 -0.004 -0.003 -0.055
C 3.321846 4.209006 -0.918126 -0.011 0.011 -0.007
C 2.943192 2.105120 -2.227913 -0.029 0.033 -0.019
C -1.546066 -2.476117 -3.362272 0.116 0.006 0.038
C -1.808750 -2.940922 -1.932777 -0.071 0.004 0.107
C -0.527047 -3.391728 -4.043288 -0.025 0.023 0.025
H 0.203704 1.333233 -6.215522 -0.002 0.005 0.010
H 0.873150 1.182171 -4.587998 0.002 0.001 0.005
H -0.741819 1.861269 -4.827177 0.013 -0.005 -0.009
H 0.129855 -1.014920 -5.392964 0.020 -0.007 -0.031
H -2.641056 0.249771 -5.721413 0.005 -0.003 -0.010
H -2.284239 -1.468364 -5.922974 0.005 -0.003 -0.013
H -1.585193 -0.282627 -7.024936 -0.001 -0.003 0.005
H -3.318422 -0.214212 -3.449605 0.033 -0.050 -0.018
H -2.316663 1.215912 -3.409314 -0.012 0.015 0.015
H 0.223668 -0.167659 2.459519 -0.008 -0.019 0.053
H -0.055401 -1.269310 1.160715 -0.393 0.128 -0.038
H -0.638780 -4.489366 2.992060 0.013 -0.020 0.002
H -2.002864 -3.174394 0.599527 0.025 0.015 -0.020
H -2.733675 -4.266562 1.764840 0.024 -0.006 -0.006
H -1.534503 -4.874407 0.623577 0.006 0.002 -0.005
H 0.658547 -3.001455 0.669699 0.057 -0.143 -0.065
H 0.909185 -4.682790 1.083110 -0.013 0.001 -0.002
H 1.498647 -3.408898 2.161010 0.007 -0.042 -0.006
H -2.705637 -3.451296 3.769079 -0.012 -0.029 0.002
H -3.960412 -0.816421 2.923043 0.009 0.053 0.008
H -4.714047 -2.396587 3.059798 0.003 0.008 -0.015
H -3.577522 -2.061263 1.745832 -0.018 0.007 0.014
H -2.950542 -0.794955 5.232108 -0.006 -0.042 -0.007
H -2.177738 -2.259478 5.855949 -0.001 0.005 0.003
H -3.909670 -2.248456 5.491355 0.016 0.017 0.022
H -1.110502 0.325544 4.223781 0.020 0.000 -0.062
H -2.144984 1.982404 5.679085 -0.004 0.004 -0.001
H -3.769453 3.627097 4.793218 -0.001 0.005 -0.011
H -4.369171 3.554632 2.367460 0.006 0.002 0.024
H -5.724702 1.047146 1.784359 0.002 -0.003 -0.009
H -7.311204 -0.669661 0.915291 0.005 0.005 0.003
H -6.780884 -1.850646 -1.192165 0.003 -0.001 0.002
H -4.691465 -1.407111 -2.391718 0.001 -0.002 0.006
H -5.567861 3.217416 -0.163069 0.006 0.017 -0.012
H -5.516931 5.388872 -1.393605 -0.001 -0.005 0.003
H -3.334660 6.343457 -2.064670 0.001 -0.002 0.002
H -1.244262 5.163686 -1.579152 -0.003 -0.019 0.008
H 0.295615 4.301708 -0.153717 -0.012 0.004 0.005
H 0.414666 3.346528 -1.625557 -0.018 -0.010 -0.010
H 1.997869 4.297922 1.482533 -0.016 0.004 -0.009
H 0.618861 2.082051 3.066357 -0.020 -0.062 0.016
H -0.242422 3.375532 2.240878 -0.009 0.007 0.008
H 0.842310 3.749095 3.589189 -0.004 -0.006 -0.007
H 3.131639 1.699863 2.650514 0.003 0.005 -0.004
H 3.324457 3.294683 3.387305 -0.002 -0.004 -0.005
H 4.062128 2.951342 1.822628 0.001 0.000 0.019
H 3.880276 2.228415 -0.316746 -0.009 -0.005 0.005
H 2.481779 4.742508 -1.369883 0.008 0.002 0.000
H 4.196016 4.384003 -1.549594 0.001 0.003 0.004
H 3.523478 4.656724 0.054522 0.002 -0.003 -0.015
H 2.078973 2.486871 -2.777526 -0.007 0.010 0.009
H 2.882373 1.017413 -2.221303 0.231 0.365 -0.159
H 3.832357 2.368935 -2.804080 -0.006 0.016 -0.007
H -2.488882 -2.493594 -3.918263 -0.021 -0.003 -0.025
H -0.910045 -2.866287 -1.309143 0.002 -0.018 -0.164
H -2.115468 -3.989673 -1.919257 -0.013 0.012 -0.007
H -2.593557 -2.356823 -1.445137 0.021 0.002 -0.017
H 0.455103 -3.327429 -3.563421 -0.001 0.001 -0.014
H -0.413145 -3.159594 -5.102643 0.024 -0.009 -0.010
H -0.851656 -4.431772 -3.964539 -0.011 0.008 -0.007
S 2.951383 -3.739431 -1.851132 0.111 -0.181 -0.077
C 4.182153 -2.819699 -2.662372 0.157 -0.118 -0.117
C 5.141235 -3.504752 -3.451579 0.054 0.085 -0.025
C 6.145557 -2.816663 -4.084934 -0.051 -0.088 0.022
C 6.217571 -1.428054 -3.951240 0.023 0.049 0.011
C 5.251730 -0.823512 -3.180984 -0.029 -0.029 -0.037
N 4.261359 -1.472913 -2.555729 0.039 -0.064 0.008
H 5.060648 -4.579329 -3.531564 -0.013 -0.002 0.010
H 6.876640 -3.350500 -4.680566 0.002 0.004 -0.002
H 6.993239 -0.844099 -4.426616 -0.001 -0.002 0.001
H 5.263473 0.256060 -3.049118 -0.015 0.000 0.005
N 7.307153 -2.539822 4.698229 -0.017 0.047 0.025
C 7.374696 -1.831026 3.541542 -0.003 -0.028 0.013
O 8.425469 -1.423563 3.091362 -0.002 0.028 -0.005
C 6.068935 -1.563736 2.837653 0.022 -0.006 0.006
C 6.125741 -1.164322 1.512059 0.026 -0.012 -0.052
C 4.942516 -0.913536 0.837168 -0.072 -0.027 0.064
N 3.740767 -1.018528 1.407259 -0.026 0.033 0.010
C 3.693122 -1.394102 2.683198 -0.012 0.056 -0.053
C 4.821169 -1.679920 3.435041 -0.033 0.010 0.058
H 8.175926 -2.763366 5.151432 0.009 -0.019 0.000
H 6.470713 -3.000066 5.002514 -0.017 -0.028 -0.033
H 7.084734 -1.063931 1.023783 -0.002 0.003 0.000
H 4.954824 -0.633322 -0.211028 0.003 -0.027 -0.016
H 2.706848 -1.465699 3.131765 0.001 0.003 -0.001
H 4.694283 -1.957174 4.473503 0.043 -0.003 0.001
```
Forces are in eV/Å.

The calculation puts the electronic energy at -161231.9237 eV. As for the charge: 0. Its highest occupied orbital energy (spin up / spin down) is -6.4797 / -6.4809 eV. Its spin multiplicity is 2. The frontier orbital gap (spin up / spin down) is 0.2440 / 0.2080 hartree. The value obtained for the energy above the lowest of the compared OMol25 structures with the same formula, charge and spin is 0.328 eV. The calculation puts the max |F| at 0.6 eV/Å.

The following is a DFT calculation (the ωB97M-V functional and the def2-TZVPD basis) of a 7-piece molecular cluster, C22H44Cl4O10 overall.

Geometry as XYZ:
```
80
Properties=species:S:1:pos:R:3:forces:R:3
C 0.109422 3.918390 -2.514474 -0.253 -0.619 -0.344
Cl 0.422342 5.620920 -2.278174 0.058 -0.074 0.020
Cl 0.508642 2.900400 -1.118294 0.229 -0.042 0.612
H -0.954888 3.737770 -2.665164 0.201 0.292 -0.198
H 0.712052 3.495820 -3.318454 -0.193 0.443 -0.064
C 0.150422 -0.485350 -0.323114 0.527 -0.418 -0.194
Cl -0.788698 0.328420 0.956566 -0.074 -0.082 -0.407
Cl -0.575528 -0.588700 -1.946404 -0.217 0.325 0.672
H 1.090392 0.053640 -0.441694 -0.226 -0.156 -0.020
H 0.339592 -1.505250 0.011726 -0.020 0.250 -0.101
O 4.634742 1.881190 2.576836 -1.469 -0.961 -0.013
C 3.508372 1.300280 2.549476 -1.678 -2.045 0.703
O 3.162972 0.186140 3.201636 0.739 2.914 -1.937
C 4.182042 -0.523890 3.889806 1.796 -2.586 0.874
C 4.141822 -2.066520 3.644996 -0.351 0.164 0.363
C 2.326312 1.872740 1.728756 1.261 0.751 0.578
H 4.117852 -0.335520 4.961486 -0.352 0.199 -0.113
H 5.179212 -0.211500 3.579716 -0.138 0.429 -0.263
H 5.112422 -2.454030 3.954606 0.135 0.139 -0.091
H 3.952742 -2.424720 2.633046 0.192 0.622 -0.242
H 3.432132 -2.625610 4.254806 -0.243 0.495 0.205
H 2.515642 2.944590 1.670526 -0.416 0.011 -0.310
H 1.412812 1.633310 2.273086 0.128 -0.021 0.163
H 2.283692 1.424640 0.736036 0.388 -0.048 0.036
O 2.640182 -2.332940 -1.254474 0.035 -2.051 -2.835
C 2.487462 -3.130530 -2.222884 -0.940 1.773 2.977
O 3.408322 -3.934370 -2.718164 -2.021 0.179 -1.058
C 4.750912 -3.963620 -2.431904 2.155 -0.605 1.306
C 5.061512 -5.064020 -1.400314 -0.063 -0.122 -0.357
C 1.118662 -3.422070 -2.876784 1.207 -0.146 0.058
H 5.157202 -3.012780 -2.087024 -0.329 0.192 -0.011
H 5.252102 -4.225800 -3.363664 -0.053 0.106 -0.025
H 6.142502 -5.177420 -1.318424 0.006 0.129 0.194
H 4.685052 -6.032030 -1.730994 -0.064 0.038 -0.254
H 4.613852 -4.908260 -0.418764 0.115 0.385 -0.019
H 0.317542 -3.464670 -2.138884 0.233 0.020 -0.008
H 1.257412 -4.375420 -3.386644 -0.407 0.042 -0.002
H 0.871352 -2.664700 -3.620644 0.120 0.067 0.087
O -3.606678 5.325080 2.465306 -0.717 -2.316 -0.031
C -4.424928 4.428390 2.700246 0.678 3.388 0.528
O -4.469848 3.221460 2.181086 -0.209 -1.188 -0.498
C -3.360208 2.648470 1.486406 1.008 -0.048 -0.927
C -3.210238 3.007680 -0.015364 -0.400 1.004 0.669
C -5.600268 4.724050 3.612766 -0.347 -0.065 -0.047
H -3.446578 1.562410 1.519556 -0.540 0.043 0.419
H -2.463658 2.899130 2.053406 0.169 0.218 -0.156
H -2.384318 2.494990 -0.508424 -0.098 -0.377 0.316
H -2.995628 4.070690 -0.125204 -0.046 0.121 0.105
H -4.139248 2.827050 -0.556104 0.014 -0.232 0.049
H -5.484968 5.652920 4.171346 0.541 -0.166 -0.107
H -5.837648 3.914470 4.302926 0.053 -0.094 -0.194
H -6.472408 4.917420 2.988196 -0.122 -0.322 -0.141
O 2.815922 0.473010 -6.402964 -0.673 -0.674 -0.002
C 1.813252 1.122470 -6.534384 0.303 1.563 0.800
O 0.532092 0.747940 -6.418424 -0.491 -0.989 0.157
C 0.230732 -0.548290 -5.858094 -1.024 -0.934 -0.529
C -1.081088 -1.129120 -6.442164 0.505 1.051 -1.258
C 1.864912 2.619200 -6.774344 -0.390 -0.174 -0.824
H 0.094142 -0.420340 -4.784284 0.574 -0.064 0.055
H 0.982962 -1.272740 -6.170224 0.475 0.304 0.697
H -0.846098 -1.437230 -7.460964 -0.007 -0.307 -0.067
H -1.823128 -0.350580 -6.619244 -0.199 0.023 0.565
H -1.514908 -1.990850 -5.934904 0.267 0.242 0.333
H 0.925772 3.157090 -6.644804 -0.033 -0.306 0.548
H 1.989592 2.689410 -7.854914 0.695 0.339 -0.078
H 2.678832 3.069290 -6.205964 -0.002 -0.072 -0.359
O -4.600398 0.445890 4.974586 2.553 -2.744 -0.845
C -3.530698 -0.156590 4.745826 -1.453 1.957 0.996
O -3.298428 -1.495240 4.669566 0.068 1.486 0.016
C -4.402678 -2.342670 4.872176 -1.831 -0.897 -0.264
C -3.972388 -3.791200 4.756256 1.062 0.384 0.015
C -2.218968 0.628820 4.652136 -1.623 0.496 0.629
H -5.150338 -2.159550 4.100436 -0.044 0.264 -0.101
H -4.911668 -2.122820 5.810626 0.289 0.063 0.193
H -3.131668 -3.955940 5.430166 -0.099 -0.224 0.243
H -3.556478 -3.947210 3.760876 -0.196 -0.155 -0.134
H -4.753268 -4.526030 4.952046 -0.068 0.311 0.010
H -2.475938 1.646390 4.946426 -0.209 0.097 -0.328
H -1.896918 0.665380 3.611446 0.770 -0.451 0.377
H -1.607078 0.318780 5.499236 0.777 -0.546 -0.810
```
Forces are in eV/Å.

The calculation puts the electronic energy at -94082.1278 eV. As for the charge: +1. Its highest occupied orbital energy (spin up / spin down) is -11.5983 / -11.5982 eV. Its spin multiplicity is 2. The frontier orbital gap (spin up / spin down) is 0.2590 / 0.0789 hartree. The calculation puts the max |F| at 3.8 eV/Å.

Which formula does entry 2 have? C50H70CsGeN7OP3S